# 1
{"formula": "C7H10OS", "method": "ωB97M-V/def2-TZVPD", "elements": ["C", "C", "C", "C", "C", "C", "C", "O", "S", "H", "H", "H", "H", "H", "H", "H", "H", "H", "H"], "xyz": [[3.4883, -1.9688, 0.0378], [-1.4951, -0.4604, 0.2327], [-0.8095, 0.7939, 0.7926], [-0.8918, -0.8886, -1.1647], [0.7362, 0.6869, 0.8509], [0.5546, -0.4664, -1.3934], [1.2070, 0.1860, -0.4656], [3.4275, -2.6494, -0.8648], [3.0077, 0.4894, -0.8943], [-1.5197, -1.1950, 0.9099], [-2.4887, -0.1878, -0.0088], [-1.0228, 1.5823, 0.0669], [-1.2530, 1.0884, 1.7384], [-0.7468, -1.9614, -0.9481], [-1.5417, -0.8528, -1.9845], [1.5060, 1.5045, 1.2089], [0.8773, -0.1566, 1.5748], [0.9584, -0.6799, -2.3505], [3.4428, 0.2743, 0.2943]], "mulliken_charge": [0.115, -0.948, -0.795, -0.510, -0.428, -0.988, 0.459, -0.177, -0.200, 0.510, 0.296, 0.340, 0.374, 0.191, 0.552, 0.306, 0.221, 0.495, 0.186], "gap_ev": [5.40, 7.42], "s_squared": 2.008, "largest_force_ev_per_a": 11.786, "multiplicity": 3, "relative_energy_kcal_mol": 48.6, "energy_ha": -745.91689}

***

# 2
{"formula": "C28H24N2O11P3Ta", "method": "ωB97M-V/def2-TZVPD", "elements": ["Ta", "O", "C", "C", "C", "C", "C", "C", "C", "N", "N", "C", "O", "C", "C", "C", "C", "C", "C", "H", "H", "H", "H", "H", "H", "H", "H", "H", "H", "O", "P", "O", "O", "O", "P", "O", "O", "O", "H", "H", "O", "C", "O", "C", "P", "C", "C", "C", "C", "C", "C", "C", "C", "C", "C", "C", "C", "H", "H", "H", "H", "H", "H", "H", "H", "H", "H", "H", "H"], "xyz": [[0.1134, 0.4066, 0.3492], [-0.5167, 1.3184, -1.2550], [-1.3567, 2.3530, -1.3837], [-1.0238, 3.4250, -2.2003], [-1.9166, 4.4684, -2.3493], [-3.1606, 4.4467, -1.7106], [-3.4934, 3.3704, -0.9177], [-2.5877, 2.3222, -0.7254], [-2.9492, 1.1911, 0.1039], [-2.1146, 0.3063, 0.5061], [-2.6482, -0.7814, 1.2015], [-1.6879, -1.5917, 1.4844], [-0.4366, -1.3537, 1.1332], [-1.9687, -2.8575, 2.1919], [-0.9718, -3.8252, 2.2493], [-1.2189, -5.0407, 2.8724], [-2.4584, -5.2843, 3.4453], [-3.4536, -4.3122, 3.3951], [-3.2136, -3.1007, 2.7678], [-0.0663, 3.4035, -2.7080], [-1.6493, 5.3126, -2.9748], [-3.8527, 5.2696, -1.8355], [-4.4549, 3.3322, -0.4134], [-3.9868, 1.0556, 0.3944], [-0.0072, -3.6157, 1.8026], [-0.4443, -5.7962, 2.9115], [-2.6532, -6.2322, 3.9321], [-4.4198, -4.5027, 3.8464], [-3.9777, -2.3348, 2.7141], [0.0857, 0.5002, 3.2896], [1.6370, 0.7716, 2.9143], [2.5210, 0.3864, 4.0014], [1.7094, 0.1384, 1.4827], [1.6889, 2.3780, 2.5879], [0.9139, 3.0145, 1.3148], [1.7113, 2.4042, 0.0392], [0.8242, 4.4609, 1.3262], [-0.3440, 2.0863, 1.2228], [0.0114, 0.2914, 4.2290], [2.3637, 2.9909, -0.3598], [1.6002, 0.4076, -2.9586], [1.0926, -0.4704, -2.3347], [1.1341, -0.5687, -0.9698], [0.2399, -1.5798, -2.9243], [-1.4023, -1.6596, -2.0353], [-2.4325, -0.4446, -2.9317], [-1.9541, 0.4885, -3.8444], [-2.8083, 1.4484, -4.3814], [-4.1440, 1.4844, -4.0113], [-4.6313, 0.5577, -3.0940], [-3.7775, -0.3883, -2.5488], [-2.0923, -3.2372, -2.6741], [-2.6758, -3.3876, -3.9334], [-3.1796, -4.6189, -4.3299], [-3.1022, -5.7151, -3.4773], [-2.5143, -5.5791, -2.2281], [-2.0164, -4.3446, -1.8290], [0.7252, -2.5310, -2.6941], [0.1345, -1.4627, -3.9983], [-0.9044, 0.5013, -4.1195], [-2.4225, 2.1733, -5.0885], [-4.8024, 2.2362, -4.4294], [-5.6744, 0.5791, -2.7995], [-4.1537, -1.1018, -1.8184], [-2.7443, -2.5395, -4.6051], [-3.6357, -4.7225, -5.3074], [-3.5035, -6.6725, -3.7873], [-2.4492, -6.4301, -1.5609], [-1.5728, -4.2356, -0.8425]], "mulliken_charge": [2.791, -0.156, 0.476, -0.709, -0.602, -0.797, -0.770, 1.075, -0.725, 0.690, -1.129, 0.361, -1.105, 0.409, -0.242, -0.916, -0.417, -0.662, -0.362, 0.440, 0.475, 0.422, 0.457, 0.493, 0.565, 0.419, 0.405, 0.411, 0.458, -0.345, 1.016, -0.768, -0.565, -0.329, 0.857, -0.478, -0.781, -0.401, 0.309, 0.335, -0.578, 0.142, -0.658, -1.093, 1.154, 0.401, -0.579, -0.539, -0.605, -0.697, -0.616, 0.806, -0.330, -0.666, -0.490, -0.615, -0.595, 0.579, 0.521, 0.223, 0.427, 0.404, 0.444, 0.437, 0.387, 0.399, 0.380, 0.426, 0.326], "gap_ev": 7.68, "largest_force_ev_per_a": 3.871, "relative_energy_kcal_mol": 21.4, "energy_ha": -3100.14408}

***

# 3
{"formula": "C39H100BN8O19", "method": "ωB97M-V/def2-TZVPD", "elements": ["O", "C", "O", "B", "O", "C", "O", "O", "C", "O", "C", "O", "O", "C", "C", "C", "O", "C", "N", "H", "H", "H", "H", "H", "H", "H", "H", "H", "H", "H", "C", "C", "C", "O", "C", "N", "H", "H", "H", "H", "H", "H", "H", "H", "H", "H", "H", "C", "C", "C", "O", "C", "N", "H", "H", "H", "H", "H", "H", "H", "H", "H", "H", "H", "C", "C", "C", "O", "C", "N", "H", "H", "H", "H", "H", "H", "H", "H", "H", "H", "H", "C", "C", "C", "O", "C", "N", "H", "H", "H", "H", "H", "H", "H", "H", "H", "H", "H", "C", "C", "C", "O", "C", "N", "H", "H", "H", "H", "H", "H", "H", "H", "H", "H", "H", "C", "C", "C", "O", "C", "N", "H", "H", "H", "H", "H", "H", "H", "H", "H", "H", "H", "C", "C", "C", "O", "C", "N", "H", "H", "H", "H", "H", "H", "H", "H", "H", "H", "H", "C", "O", "H", "H", "H", "H", "C", "O", "H", "H", "H", "H", "C", "O", "H", "H", "H", "H"], "xyz": [[-2.3697, -0.0823, 4.1736], [-2.1557, -0.3341, 3.0241], [-1.0452, -0.8638, 2.5300], [-1.2441, -1.2424, 1.1335], [-2.5898, -0.8116, 0.7806], [-3.1652, -0.3129, 1.8654], [-4.3350, -0.0626, 1.9171], [-1.1431, -2.7216, 0.9783], [-0.1355, -3.0073, 0.1834], [0.1099, -4.1334, -0.1628], [0.4512, -1.6636, -0.3088], [-0.1781, -0.6684, 0.2878], [1.3279, -1.5078, -1.1131], [0.0720, -0.1655, -4.5231], [0.2819, -1.0416, -5.7621], [1.3047, -0.4428, -6.7315], [0.7882, 0.6560, -7.4399], [-0.0627, 0.3139, -8.5099], [0.6616, -2.3763, -5.3023], [-0.2037, 0.8556, -4.7893], [0.9431, -0.2221, -3.8655], [-0.7445, -0.5371, -3.8937], [-0.6669, -1.0532, -6.3177], [1.5903, -1.2544, -7.4181], [2.1797, -0.1444, -6.1519], [0.5571, 0.0429, -9.3762], [-0.6337, 1.1777, -8.8468], [-0.7294, -0.5040, -8.2354], [-0.1627, -2.8347, -4.8863], [0.7732, -2.9372, -6.1505], [3.0284, -0.7578, 3.7750], [3.2844, -0.1894, 2.3628], [3.6050, -1.2533, 1.3241], [4.7938, -1.8769, 1.7510], [5.2656, -2.8728, 0.8761], [2.0869, 0.5969, 2.0680], [3.9381, -1.1059, 4.2742], [2.2224, -1.4918, 3.7670], [2.7243, 0.0679, 4.4189], [4.0983, 0.5428, 2.3565], [3.7307, -0.8235, 0.3259], [2.7668, -1.9632, 1.2851], [5.8809, -2.4080, 0.0995], [4.4533, -3.4305, 0.3971], [5.8608, -3.6165, 1.4058], [1.2689, -0.0080, 2.1262], [1.9667, 1.1729, 2.8961], [4.9311, -1.5009, -2.6412], [3.9654, -1.6227, -3.7996], [4.6121, -1.9197, -5.1258], [5.4292, -0.8107, -5.5031], [6.2686, -1.1683, -6.5714], [2.9362, -2.6354, -3.4941], [5.4666, -2.4465, -2.5017], [4.3660, -1.3344, -1.7233], [5.6742, -0.7092, -2.7300], [3.3980, -0.6805, -3.8878], [3.8547, -2.0535, -5.9062], [5.1856, -2.8458, -4.9906], [6.8112, -2.1051, -6.3962], [7.0280, -0.3880, -6.6550], [5.7931, -1.2819, -7.5531], [2.1240, -2.4707, -4.1209], [2.5165, -2.3675, -2.6013], [0.0411, 2.5541, 7.0381], [0.7637, 2.7469, 5.6929], [2.2642, 2.7368, 5.9895], [2.6639, 3.7940, 6.8311], [4.0203, 3.7428, 7.1397], [0.4549, 1.6000, 4.8165], [-1.0252, 2.3674, 6.8653], [0.0806, 3.4719, 7.6278], [0.3990, 1.6620, 7.5536], [0.3669, 3.6698, 5.2703], [2.7967, 2.8768, 5.0359], [2.5692, 1.7438, 6.3404], [4.3433, 4.6974, 7.5556], [4.6434, 3.5891, 6.2477], [4.3777, 2.9851, 7.8480], [-0.5182, 1.3689, 4.9905], [0.9944, 0.8188, 5.1774], [-0.7227, -4.7762, -3.0171], [-2.0672, -4.2266, -3.4053], [-2.5697, -3.1965, -2.4122], [-3.8761, -2.8152, -2.7900], [-4.3582, -1.7278, -2.0371], [-1.9778, -3.5887, -4.7623], [-0.1839, -5.3437, -3.7767], [-0.6782, -5.3956, -2.1206], [-0.1131, -3.9037, -2.7560], [-2.7999, -5.0346, -3.5280], [-1.8920, -2.3373, -2.3226], [-2.5930, -3.6733, -1.4228], [-3.7108, -0.8426, -2.0086], [-4.5555, -2.0650, -1.0159], [-5.2753, -1.3482, -2.4906], [-2.7991, -2.9808, -4.7360], [-2.1866, -4.3095, -5.4443], [-0.4734, 3.4448, 2.0385], [-1.8547, 3.9914, 2.3735], [-2.3908, 3.5133, 3.7165], [-3.7423, 3.8517, 3.9295], [-4.2414, 3.3925, 5.1561], [-1.8659, 5.4711, 2.3427], [-0.0523, 4.0074, 1.2040], [-0.4720, 2.4180, 1.6686], [0.1784, 3.5283, 2.9110], [-2.4915, 3.6231, 1.5665], [-1.7954, 3.8842, 4.5662], [-2.2620, 2.4245, 3.8134], [-3.6443, 3.7844, 5.9970], [-4.1936, 2.3020, 5.2340], [-5.2387, 3.8060, 5.2880], [-2.7571, 5.7446, 2.7480], [-1.1424, 5.7824, 2.9861], [-5.9350, 2.5052, 0.8360], [-4.8492, 3.2220, -0.0052], [-3.7115, 2.2545, -0.3768], [-2.8127, 2.9293, -1.2089], [-1.7169, 2.1296, -1.5774], [-5.4542, 3.7487, -1.2391], [-5.5932, 2.0540, 1.7662], [-6.4377, 1.7589, 0.2177], [-6.7006, 3.2352, 1.1182], [-4.3727, 4.0286, 0.5532], [-4.0415, 1.3481, -0.9165], [-3.3147, 1.7995, 0.5395], [-1.0820, 2.7425, -2.2135], [-2.0163, 1.2396, -2.1530], [-1.1392, 1.7439, -0.7317], [-6.1843, 4.3701, -0.8866], [-5.9977, 2.9914, -1.6514], [2.7243, 2.5291, -2.9123], [3.0540, 2.0336, -1.5115], [3.9965, 2.9536, -0.7155], [5.3326, 2.8648, -1.1366], [5.9797, 1.6991, -0.6508], [1.7790, 1.8828, -0.7872], [1.7592, 2.1918, -3.2889], [3.4409, 2.2654, -3.6982], [2.7216, 3.6252, -2.9530], [3.5076, 1.0386, -1.6450], [3.8905, 2.7419, 0.3570], [3.6056, 3.9614, -0.8667], [6.2786, 1.9183, 0.3860], [6.9091, 1.5674, -1.1990], [5.3240, 0.8305, -0.6393], [2.0274, 1.5081, 0.1333], [1.2591, 1.1333, -1.2323], [-1.2513, -6.2635, 2.5263], [-0.0328, -6.1941, 1.8257], [-1.1723, -5.9498, 3.5735], [-1.9737, -5.5669, 2.0776], [-1.6611, -7.2686, 2.4149], [0.0279, -5.3624, 1.3372], [-4.7154, -3.6740, 1.3307], [-5.8219, -4.1624, 0.5872], [-4.9969, -2.7994, 1.9317], [-4.3516, -4.3649, 2.1051], [-3.8344, -3.4058, 0.7522], [-6.5332, -4.1474, 1.2348], [-6.2208, 0.0515, 4.3393], [-5.1696, -0.0995, 5.2682], [-6.1227, 1.0078, 3.8118], [-6.1698, -0.7158, 3.5616], [-7.1760, 0.0228, 4.8580], [-4.3030, -0.1475, 4.8425]], "mulliken_charge": [-0.943, 0.413, -1.081, 0.924, 0.723, 0.420, -0.498, -0.587, -0.054, -0.849, 0.284, 0.981, 0.093, -0.990, 0.882, -0.502, -0.363, -0.637, -0.543, 0.504, -0.163, -0.076, 0.291, 0.457, -0.069, 0.237, 0.260, 0.306, -0.169, 0.265, -1.180, 0.236, 0.313, -0.503, -0.687, 0.297, 0.441, 0.197, 0.164, 0.428, -0.439, 0.085, 0.210, 0.284, 0.320, -0.443, -0.130, -0.834, 1.948, -1.187, -0.276, -0.837, -0.810, 0.527, -0.504, 0.402, -0.538, 0.279, 0.553, 0.350, 0.248, 0.284, 0.303, 0.396, -1.733, 0.737, -1.177, -0.396, -0.767, -0.053, 0.435, 0.387, 0.367, 0.211, 0.536, 0.448, 0.291, 0.311, 0.300, -0.125, 0.301, -1.243, 0.435, 0.269, -0.552, -0.176, -0.571, 0.395, 0.344, -0.001, 0.416, -0.143, -0.045, -0.099, 0.074, 0.392, 0.252, 0.236, -1.144, 2.272, 0.641, -0.455, -0.642, -0.794, 0.571, -0.175, 0.130, -1.694, 0.312, -0.630, 0.330, 0.216, 0.272, 0.309, 0.345, -0.974, 0.303, 0.118, -0.568, -0.117, -0.774, -0.217, 0.374, 0.452, 0.473, 0.548, -0.623, 0.267, 0.149, -0.067, 0.291, 0.302, -1.631, 2.704, -0.915, -0.424, -0.392, -0.129, 0.293, 0.307, 0.352, -1.215, 0.351, 0.442, 0.286, 0.280, 0.046, -0.144, -0.268, -0.297, -0.627, 0.243, -0.105, 0.315, 0.365, 0.202, -0.531, -0.164, 0.358, -0.208, 0.330, -0.137, -0.597, 0.015, -0.031, 0.369, 0.290], "gap_ev": 8.50, "largest_force_ev_per_a": 2.020, "charge": -1, "relative_energy_kcal_mol": 0.0, "energy_ha": -3438.55816}